[1]
Below is a cluster of 3 separate species, C27H41Br2F3NO2 in total, with properties calculated with ωB97M-V with the def2-TZVPD basis set.

ORCA input file:
```
! wB97M-V def2-TZVPD RIJCOSX def2/J DEFGRID3
* xyz 1 1
C 2.149 1.023 2.181
C 3.177 -0.127 1.552
C 4.565 0.667 1.069
C 2.543 -0.857 0.197
C 1.440 -2.040 0.561
C 1.416 -3.244 -0.596
C -0.095 -1.408 0.767
O -0.610 -0.802 -0.470
N -1.772 -0.118 -0.238
C -1.662 1.371 -0.455
C -1.615 1.864 -2.013
C -0.369 1.286 -2.903
C 1.090 1.988 -2.584
O 1.025 3.079 -1.591
C -2.980 -0.767 -0.926
C -3.837 -1.752 0.064
C -4.920 -1.014 1.039
F -5.959 -2.060 1.370
Br -5.920 0.514 0.228
C -4.338 -0.501 2.484
F -5.552 -0.244 3.347
F -3.613 0.800 2.436
Br -3.307 -1.942 3.492
H 2.672 2.050 2.387
H 1.719 0.643 3.227
H 1.271 1.112 1.377
H 3.378 -0.895 2.426
H 5.036 1.326 1.914
H 4.355 1.374 0.136
H 5.393 -0.105 0.705
H 3.453 -1.352 -0.368
H 2.072 -0.071 -0.535
H 1.824 -2.520 1.583
H 2.512 -3.635 -0.735
H 0.985 -2.807 -1.596
H 0.725 -4.106 -0.153
H -0.004 -0.679 1.680
H -0.788 -2.353 0.989
H -1.953 -0.255 0.802
H -2.615 1.873 0.060
H -0.740 1.737 0.204
H -1.558 3.056 -1.989
H -2.630 1.629 -2.594
H -0.611 1.559 -4.040
H -0.278 0.096 -2.899
H 1.922 1.178 -2.315
H 1.483 2.491 -3.593
H 1.012 2.699 -0.665
H -3.634 0.008 -1.537
H -2.501 -1.478 -1.757
H -3.063 -2.449 0.609
H -4.465 -2.473 -0.651
C 2.245 -4.775 3.708
C 3.254 -5.716 3.507
C 2.950 -6.957 2.949
C 1.636 -7.254 2.583
C 0.628 -6.311 2.780
C 0.931 -5.073 3.347
H 2.482 -3.809 4.146
H 4.278 -5.482 3.786
H 3.735 -7.693 2.799
H 1.400 -8.219 2.143
H -0.395 -6.541 2.493
H 0.144 -4.341 3.506
C -1.641 7.477 -3.869
C -1.345 7.566 -2.509
C -0.468 6.653 -1.924
C 0.122 5.657 -2.703
C -0.170 5.571 -4.064
C -1.055 6.478 -4.646
H -2.327 8.187 -4.323
H -1.800 8.346 -1.904
H -0.243 6.718 -0.863
H 0.810 4.948 -2.248
H 0.291 4.795 -4.670
H -1.287 6.407 -5.705
*
```

Output
- maximum force (eV Å⁻¹) = 4.8
- HOMO energy (eV) = -11.0
- Kohn-Sham gap (eV) = 7.6

[2]
Below is a structure of composition C27H41CrF7O15P, with properties calculated with ωB97M-V with the def2-TZVPD basis set.

ORCA input file:
```
! wB97M-V def2-TZVPD RIJCOSX def2/J DEFGRID3
* xyz 1 5
Cr 0.097 0.769 4.344
P 0.717 0.647 0.299
F -0.703 1.372 0.057
F 0.433 0.668 1.943
F -0.094 -0.803 0.163
F 2.109 -0.060 0.695
F 1.020 0.572 -1.286
F 1.589 2.089 0.334
C -3.873 3.226 1.683
O -2.818 2.626 2.454
C -2.683 1.294 2.717
O -1.775 0.814 3.344
O -3.737 0.641 2.091
C -3.676 -0.742 1.952
H -3.530 4.239 1.470
H -4.761 3.263 2.314
H -4.121 2.653 0.789
H -4.313 -1.172 1.178
H -3.957 -1.201 2.900
H -2.649 -0.973 1.668
C -1.634 -3.387 4.335
O -0.256 -3.511 3.994
C 0.438 -2.432 3.660
O 0.145 -1.252 3.956
O 1.516 -2.808 2.906
C 1.612 -4.050 2.232
H -2.068 -2.396 4.469
H -1.749 -3.775 5.347
H -2.281 -3.938 3.652
H 1.266 -4.838 2.901
H 2.583 -4.219 1.765
H 0.882 -3.840 1.451
C -0.450 4.318 1.431
O 0.487 4.713 2.469
C 0.716 3.907 3.555
O 0.378 2.730 3.629
O 1.360 4.503 4.612
C 1.678 5.925 4.711
H -0.600 3.238 1.420
H 0.077 4.470 0.489
H -1.363 4.901 1.554
H 2.149 6.191 5.658
H 0.743 6.476 4.618
H 2.441 6.180 3.976
C 4.422 2.588 2.006
O 3.470 2.214 2.979
C 3.271 1.006 3.499
O 2.161 0.644 3.868
O 4.349 0.309 3.391
C 4.341 -1.069 3.720
H 3.937 3.187 1.235
H 4.953 1.863 1.390
H 5.157 3.260 2.449
H 3.458 -1.568 3.320
H 4.519 -1.252 4.779
H 5.159 -1.529 3.166
C -2.835 -1.063 -2.064
O -3.193 -0.944 -3.471
C -4.190 -1.705 -3.972
O -4.769 -2.563 -3.347
O -4.377 -1.341 -5.202
C -5.475 -1.811 -5.985
H -2.745 -0.044 -1.687
H -1.867 -1.524 -1.868
H -3.644 -1.247 -1.357
H -5.682 -2.867 -5.809
H -5.408 -1.692 -7.066
H -6.371 -1.376 -5.543
F 0.106 0.887 -8.475
C 0.244 1.011 -7.093
C 1.037 2.043 -6.609
C 1.201 2.093 -5.230
C 0.585 1.082 -4.456
C -0.197 0.052 -4.918
C -0.419 0.082 -6.275
H 1.502 2.738 -7.292
H 1.869 2.798 -4.757
H 0.753 1.106 -3.389
H -0.673 -0.612 -4.212
H -1.102 -0.641 -6.697
C 2.797 -3.968 -1.352
C 2.661 -2.589 -1.466
C 2.087 -2.016 -2.620
C 1.396 -2.874 -3.500
C 1.433 -4.260 -3.263
C 2.135 -4.810 -2.229
H 3.429 -4.373 -0.575
H 2.973 -1.949 -0.654
H 2.099 -0.938 -2.675
H 0.868 -2.497 -4.363
H 1.084 -4.978 -3.991
H 2.143 -5.890 -2.235
*
```

Output
- maximum force (eV Å⁻¹) = 4.9
- HOMO energy (spin up / spin down) (eV) = -10.1 / -10.1
- Kohn-Sham gap (spin up / spin down) (eV) = 6.5 / 6.6
- expectation value of S² = 6.00

[3]
Below is a structure of composition C27H41F9IrOP2, with properties calculated with ωB97M-V with the def2-TZVPD basis set.

ORCA input file:
```
! wB97M-V def2-TZVPD RIJCOSX def2/J DEFGRID3
* xyz 1 5
Ir 0.503 1.041 -3.591
C -0.785 -1.611 0.132
C 0.496 -1.886 -0.438
C 0.769 -0.317 1.234
C -0.612 -0.600 1.120
C 1.463 -1.113 0.278
C -2.083 -2.262 -0.132
H -2.017 -2.960 -0.971
H -2.842 -1.495 -0.359
H -2.446 -2.822 0.749
C -1.657 -0.014 1.974
H -2.654 -0.170 1.547
H -1.482 1.065 2.105
H -1.652 -0.487 2.971
C 1.370 0.539 2.268
H 1.228 0.064 3.252
H 0.895 1.526 2.281
H 2.445 0.660 2.110
C 2.935 -1.299 0.284
H 3.224 -1.926 1.146
H 3.451 -0.333 0.399
H 3.296 -1.795 -0.625
C 0.823 -2.943 -1.426
H 1.139 -3.867 -0.906
H 1.643 -2.627 -2.091
H -0.041 -3.188 -2.055
C -0.860 1.948 -4.692
C -1.865 0.819 -4.897
C -1.428 -0.185 -6.012
C 0.021 -0.715 -6.012
C 1.035 -0.220 -4.990
C 1.765 1.043 -5.152
C 1.313 2.123 -6.093
C -0.176 2.526 -5.947
H -1.620 0.312 -6.983
H 0.436 -0.568 -7.020
H -2.110 -1.056 -6.005
H -0.747 2.263 -6.845
H -1.286 2.756 -4.067
H -2.816 1.255 -5.220
H -0.250 3.619 -5.855
H 1.909 3.022 -5.902
H 2.871 0.983 -5.029
H 1.533 1.804 -7.131
H -0.037 -1.813 -5.883
H 1.604 -1.044 -4.541
P -2.500 0.117 -3.274
C -4.007 0.544 -2.423
C -2.114 -1.617 -3.324
P 2.132 0.433 -2.023
C -1.140 0.841 -2.302
C 3.781 -0.069 -2.693
C 2.644 2.005 -1.280
H -3.805 1.052 -1.469
H -4.584 -0.367 -2.209
H -4.623 1.207 -3.040
H -2.138 -1.990 -4.351
H -2.836 -2.185 -2.733
H -1.109 -1.777 -2.920
H 2.544 2.766 -2.062
H 3.686 1.931 -0.944
H 1.982 2.253 -0.440
H -0.887 0.344 -1.348
H -1.466 1.874 -2.089
H 4.539 0.154 -1.929
H 4.008 0.488 -3.607
H 3.795 -1.147 -2.905
F -0.563 5.336 2.191
C -0.325 4.015 1.948
F 0.987 3.787 2.234
F -1.065 3.297 2.852
C -0.665 3.534 0.447
O -0.229 2.337 0.199
C -2.261 3.658 0.294
F -2.804 4.681 1.019
F -2.628 3.847 -1.015
F -2.871 2.511 0.695
C -0.091 4.692 -0.519
F -0.818 5.847 -0.458
F 1.199 5.006 -0.223
F -0.111 4.275 -1.817
*
```

Output
- maximum force (eV Å⁻¹) = 5.0
- HOMO energy (spin up / spin down) (eV) = -10.1 / -10.9
- Kohn-Sham gap (spin up / spin down) (eV) = 7.5 / 5.3
- expectation value of S² = 6.01